The following is a quantum chemistry calculation of a cluster of 2 separate species, C4H9INS in total in a non-equilibrium geometry, from the OMol25 dataset.

* spin multiplicity: 1
* ΔE to the lowest compared entry with this formula, charge and spin: 0.0 kJ/mol
* charge: +1
* orbital gap: 8.62 eV

Each atom is followed by the atoms it is bonded to, with distances in Å.
Element x y z (Å)
1 C 0.301 -0.299 -0.593  C2 1.568, N5 1.441, H8 1.122, H9 1.040
2 C 0.067 1.212 -0.941  C1 1.568, S6 1.865, H10 1.195, H11 1.047
3 C 1.690 0.757 0.969  N5 1.305, S6 1.690, H12 1.072
4 C 2.045 -1.636 0.655  N5 1.475, H13 1.192, H14 1.045, H15 1.067
5 N 1.330 -0.368 0.413  C1 1.441, C3 1.305, C4 1.475
6 S 0.828 2.130 0.492  C2 1.865, C3 1.690
7 I -3.585 0.325 0.196  H16 1.563
8 H -0.669 -0.713 -0.209  C1 1.122
9 H 0.588 -0.878 -1.408  C1 1.040
10 H 0.755 1.651 -1.814  C2 1.195
11 H -0.917 1.537 -1.089  C2 1.047
12 H 2.267 0.719 1.872  C3 1.072
13 H 1.261 -2.516 0.835  C4 1.192
14 H 2.599 -1.984 -0.159  C4 1.045
15 H 2.639 -1.608 1.541  C4 1.067
16 H -4.829 -0.589 0.441  I7 1.563

---

The following is a quantum chemistry calculation of a cluster of 2 separate species, C2H9N2O2P in total in a non-equilibrium geometry, from the OMol25 dataset.

* spin multiplicity: 1
* ΔE to the lowest compared entry with this formula, charge and spin: 494.4 kJ/mol
* orbital gap (spin up / spin down): 6.90 / 8.93 eV

Each atom is followed by the atoms it is bonded to, with distances in Å.
Element x y z (Å)
1 C -2.192 -0.228 0.530  C2 1.449, H8 1.134, H9 1.001, H10 1.051
2 C -1.365 -1.272 -0.043  C1 1.449, H11 1.143, H12 1.009
3 N -0.219 1.552 -0.263  N4 1.370, H13 1.066, H14 1.017
4 N 0.649 0.574 -0.672  N3 1.370, P7 1.659
5 O 1.805 -1.607 -0.528  P7 1.671, H15 0.923
6 O 3.186 0.590 0.187  P7 1.730, H16 0.933
7 P 1.665 -0.211 0.379  N4 1.659, O5 1.671, O6 1.730
8 H -2.944 0.250 -0.171  C1 1.134
9 H -2.553 -0.430 1.441  C1 1.001
10 H -1.465 0.522 0.645  C1 1.051
11 H -0.634 -1.837 0.629  C2 1.143
12 H -1.304 -1.571 -1.005  C2 1.009
13 H -0.441 2.146 -1.120  N3 1.066
14 H 0.105 2.219 0.433  N3 1.017
15 H 1.953 -1.257 -1.369  O5 0.923
16 H 3.754 0.560 0.927  O6 0.933

---

no.,calculated total energy (eV)
1,-24712.4058
2,-18580.3082